The following is a quantum chemistry calculation of a structure of composition C53H132N8O18Zn in a non-equilibrium geometry, from the OMol25 dataset.

Values from the calculation:
- Orbital gap: 0.26798 hartree
- Lowest unoccupied orbital energy: -0.0264 Ha
- Relative energy (zero: lowest compared OMol25 entry of this formula, charge and spin): 0.254 eV
- HOMO level: -8.01 eV

Atoms and positions in Å:
Zn -27.6394 -7.6033 22.9988
C -27.0006 -3.5182 23.4846
C -27.3856 -4.5958 24.5006
O -27.1098 -5.8774 24.0663
H -27.0424 -2.5029 23.8790
H -27.6348 -3.6002 22.6018
H -25.9603 -3.6127 23.1731
H -28.4396 -4.5250 24.7693
H -26.7852 -4.2803 25.3539
C -30.0275 -5.0003 21.4986
C -29.9936 -6.4712 20.9203
C -30.0432 -6.4785 19.3910
O -29.0446 -7.2841 21.5728
H -29.2843 -4.3767 21.0017
H -29.9216 -5.0436 22.5826
H -31.0199 -4.5546 21.4301
H -30.9777 -6.8966 21.1170
H -29.1346 -5.9356 19.1307
H -30.8568 -5.9233 18.9241
H -29.9685 -7.4656 18.9346
C -31.4192 -2.5507 23.7069
O -32.4603 -1.8322 24.2710
C -33.2901 -2.7296 25.0531
C -34.4881 -1.9246 25.6281
N -35.6044 -1.7735 24.7364
C -36.6855 -1.0646 25.3691
C -37.6956 -0.4409 24.3736
O -37.0305 0.5224 23.5019
C -37.7102 0.9011 22.3224
H -30.7673 -2.9792 24.4682
H -30.7818 -1.8309 23.1933
H -31.7588 -3.3242 23.0181
H -32.6939 -3.0433 25.9100
H -33.5890 -3.6392 24.5321
H -34.1578 -0.9895 26.0805
H -34.7785 -2.4792 26.5204
H -35.3425 -1.2357 23.9226
H -36.3565 -0.2358 25.9960
H -37.2333 -1.7109 26.0549
H -38.5023 0.1024 24.8658
H -38.2196 -1.2105 23.8068
H -38.7179 1.1796 22.6310
H -37.7228 0.2430 21.4536
H -37.3265 1.8744 22.0167
C -31.1207 -6.0842 26.2900
O -30.7879 -7.4569 25.8743
C -30.5529 -7.6488 24.4494
C -29.9299 -9.0167 24.1084
N -28.4520 -9.0555 24.2197
C -27.9678 -8.6322 25.5631
C -28.4289 -9.5511 26.7327
O -27.8755 -10.8604 26.5522
C -28.3281 -11.8064 27.5282
H -31.4548 -6.1737 27.3236
H -31.8903 -5.6569 25.6472
H -30.3446 -5.3207 26.2372
H -29.9504 -6.8011 24.1232
H -31.5140 -7.5095 23.9545
H -30.2549 -9.4164 23.1478
H -30.3614 -9.7489 24.7908
H -28.1553 -10.0152 24.1147
H -28.3442 -7.6321 25.7783
H -26.8815 -8.7140 25.5282
H -29.5122 -9.6188 26.8320
H -28.0717 -9.1430 27.6782
H -28.0661 -11.5848 28.5628
H -27.8195 -12.7154 27.2073
H -29.3933 -12.0215 27.4433
C -33.2340 -3.2313 20.0280
O -34.4817 -3.0173 19.4347
C -35.3238 -1.9631 19.9384
C -35.9179 -2.3435 21.2954
N -36.7615 -3.5507 21.1570
C -37.0560 -3.9044 22.5544
C -37.9989 -5.1786 22.4834
O -37.3680 -6.2003 21.7725
C -38.1545 -7.3740 21.6673
H -32.6172 -3.9339 19.4677
H -33.3580 -3.5878 21.0506
H -32.7349 -2.2671 20.1240
H -36.1556 -1.9034 19.2365
H -34.9115 -0.9576 20.0222
H -36.3828 -1.4473 21.7064
H -35.1234 -2.6702 21.9664
H -36.0651 -4.1980 20.8164
H -37.6102 -3.1479 23.1102
H -36.1260 -4.1069 23.0856
H -38.9618 -4.9300 22.0373
H -38.2625 -5.6089 23.4495
H -37.7629 -7.8976 20.7952
H -39.2072 -7.1636 21.4784
H -38.0366 -7.8934 22.6184
C -26.4465 -11.8565 23.9555
O -27.7778 -11.5682 23.5106
C -28.3931 -12.5990 22.7608
C -29.4482 -12.0143 21.8128
N -28.8897 -11.1751 20.7560
C -29.8972 -10.4433 19.9442
C -31.1724 -11.1964 19.4840
O -32.2246 -11.3225 20.4742
C -32.9652 -10.1760 20.6625
H -26.1022 -10.8646 24.2483
H -25.8554 -12.4079 23.2244
H -26.5158 -12.3922 24.9022
H -28.8096 -13.3367 23.4468
H -27.6689 -13.2549 22.2776
H -30.2222 -11.4428 22.3251
H -29.9999 -12.8267 21.3398
H -28.2066 -10.5639 21.1801
H -29.4266 -9.9902 19.0717
H -30.1529 -9.5942 20.5780
H -30.9564 -12.1970 19.1095
H -31.6135 -10.7571 18.5893
H -33.6261 -10.2346 21.5273
H -33.5549 -9.8878 19.7922
H -32.2594 -9.3712 20.8676
C -26.2087 -5.7158 19.7850
O -24.7781 -5.4136 19.5850
C -24.2877 -4.7292 20.7208
C -22.7632 -4.9005 20.6777
N -22.0094 -4.0439 21.6540
C -20.5767 -4.2310 21.4467
C -19.7775 -3.1934 22.3152
O -18.4145 -3.1909 21.8060
C -17.4791 -2.3277 22.4906
H -26.8253 -4.8179 19.7424
H -26.3739 -6.2902 20.6965
H -26.6010 -6.3538 18.9931
H -24.5809 -5.0490 21.7207
H -24.6287 -3.6940 20.7061
H -22.4186 -4.6414 19.6766
H -22.5554 -5.9476 20.8979
H -22.3141 -4.3340 22.5722
H -20.2934 -4.1829 20.3952
H -20.3096 -5.2515 21.7215
H -19.7330 -3.5309 23.3507
H -20.2907 -2.2398 22.1913
H -17.8313 -1.3147 22.6856
H -16.5327 -2.2558 21.9546
H -17.3556 -2.7603 23.4834
C -31.8205 -9.2590 8.4616
O -32.1725 -8.7522 9.7701
C -33.3657 -7.9539 9.9257
C -33.3152 -7.1519 11.2204
N -33.3189 -8.1124 12.3586
C -33.0149 -7.4135 13.5786
C -32.8576 -8.3349 14.7828
O -32.6554 -7.4959 15.9080
C -32.3404 -8.2743 17.0655
H -30.8042 -9.6528 8.4616
H -31.8499 -8.4393 7.7436
H -32.5032 -10.0426 8.1330
H -34.2916 -8.5253 9.8602
H -33.2612 -7.1820 9.1633
H -34.1277 -6.4384 11.3576
H -32.4328 -6.5126 11.1896
H -32.7234 -8.9112 12.1928
H -33.7906 -6.6876 13.8228
H -32.1415 -6.7944 13.3738
H -32.0687 -9.0725 14.6360
H -33.7731 -8.9226 14.8509
H -31.4244 -8.8370 16.8855
H -33.1410 -8.8586 17.5192
H -32.1868 -7.5118 17.8291
C -30.2446 -4.4171 13.5256
O -31.5494 -4.6259 14.0668
C -31.4488 -4.6763 15.4795
C -32.8010 -4.4981 16.0965
N -33.2787 -3.1344 15.7574
C -34.6704 -2.9260 16.1131
C -35.1145 -1.5500 15.7610
O -35.3627 -1.5446 14.3894
C -35.8417 -0.3471 13.8831
H -29.9118 -3.4052 13.7564
H -30.2328 -4.5118 12.4398
H -29.5241 -5.1468 13.8950
H -30.7106 -3.9827 15.8820
H -31.2071 -5.6773 15.8369
H -32.7103 -4.6591 17.1707
H -33.4456 -5.3171 15.7774
H -33.3531 -3.0084 14.7580
H -34.7947 -2.9712 17.1950
H -35.3282 -3.6915 15.7016
H -34.2861 -0.8756 15.9780
H -35.9857 -1.2208 16.3273
H -35.0340 0.3785 13.9786
H -36.7574 0.0605 14.3116
H -36.0976 -0.4277 12.8266
C -41.5484 -5.3586 17.5376
O -40.1587 -5.1872 17.3828
C -39.3477 -5.8191 18.3174
C -37.9094 -5.5646 17.8060
N -37.0388 -6.2284 18.7524
C -35.6384 -6.1754 18.4000
C -34.8484 -6.8483 19.5614
O -34.6593 -5.9629 20.7064
C -34.0544 -6.6252 21.7897
H -41.8606 -4.9594 18.5026
H -41.8319 -6.3945 17.3515
H -42.0865 -4.8989 16.7087
H -39.5574 -6.8829 18.4292
H -39.5218 -5.3967 19.3070
H -37.7074 -4.5024 17.6676
H -37.7490 -5.9802 16.8112
H -37.1656 -6.0615 19.7404
H -35.2382 -5.1628 18.3490
H -35.4771 -6.7842 17.5103
H -33.9604 -7.2581 19.0800
H -35.3548 -7.7331 19.9471
H -33.0881 -7.0684 21.5489
H -34.6762 -7.4717 22.0810
H -33.9951 -6.0203 22.6945